DFT (wB97M-V/def2-TZVPD) results for 3 unconnected molecules or ions with the total composition C8H19NO2P in a non-equilibrium geometry.

```
31
C8H19NO2P (wB97M-V/def2-TZVPD)
C -1.93 2.50 3.44
C 0.35 -0.94 1.66
C 1.24 -0.23 -3.19
C 0.13 -2.46 -3.81
C -0.99 -0.78 -2.30
C -0.47 1.88 3.52
C -0.37 0.38 1.54
C 0.18 -1.04 -3.21
N 0.17 1.43 2.34
O 2.17 3.03 2.73
O 0.39 1.57 -1.01
P 1.82 1.81 1.92
H -1.75 3.23 2.68
H -2.74 1.79 3.16
H -2.19 3.00 4.38
H 1.27 -0.84 2.28
H -0.41 -1.72 1.93
H 0.79 -1.17 0.66
H 2.16 -0.36 -3.87
H 1.20 0.62 -2.41
H 0.16 2.49 -1.07
H 0.96 -2.52 -4.58
H -0.85 -2.61 -4.18
H 0.38 -3.25 -3.08
H -1.90 -0.65 -2.84
H -1.03 -1.55 -1.52
H -0.78 0.04 -1.72
H 0.33 2.68 3.76
H -0.42 1.21 4.43
H -0.28 0.69 0.53
H -1.30 0.20 1.93
```

E_tot	-23476.77422	eV
orbital gap	7.27	eV
net charge	-1
spin multiplicity	1
relative energy (zero: lowest compared OMol25 entry of this formula, charge and spin)	79.8	kcal per mole
E_LUMO	3.5	eV

Here are the natural (NBO) charges for atoms 1 to 2, given in e: number 1, C, carries -0.63; number 2, C, carries -0.63


DFT (wB97M-V/def2-TZVPD) results for a molecular structure, C34H29MnN11P2 in a non-equilibrium geometry.

```
77
C34H29MnN11P2 (wB97M-V/def2-TZVPD)
Mn -0.79 -1.07 0.34
C 2.01 1.83 0.61
N 1.34 1.27 -0.59
P 1.64 -0.48 -0.57
C 3.43 -0.59 -0.74
C 4.16 0.32 -1.50
C 5.53 0.19 -1.60
C 6.18 -0.86 -0.95
C 5.45 -1.77 -0.20
C 4.07 -1.64 -0.09
C 1.03 -1.16 -2.17
C -0.30 -1.58 -2.28
C -0.77 -2.28 -3.37
C 0.11 -2.60 -4.40
C 1.43 -2.20 -4.32
C 1.89 -1.50 -3.22
P -0.40 1.50 -0.50
C -0.58 3.23 0.00
C -1.37 3.51 1.10
C -1.55 4.83 1.51
C -0.92 5.85 0.82
C -0.13 5.57 -0.29
C 0.04 4.26 -0.70
C -0.87 1.53 -2.25
C -2.23 1.34 -2.53
C -2.66 1.31 -3.85
C -1.75 1.44 -4.88
C -0.40 1.63 -4.61
C 0.04 1.68 -3.29
H 3.06 1.57 0.60
H 1.57 1.46 1.55
H 1.93 2.92 0.59
H 3.65 1.14 -2.00
H 6.10 0.90 -2.18
H 7.25 -0.96 -1.02
H 5.95 -2.58 0.31
H 3.50 -2.35 0.49
H -1.09 -1.33 -1.57
H -1.81 -2.57 -3.41
H -0.24 -3.17 -5.25
H 2.12 -2.45 -5.12
H 2.94 -1.23 -3.17
H -1.87 2.71 1.63
H -2.18 5.05 2.36
H -1.06 6.88 1.13
H 0.36 6.37 -0.83
H 0.65 4.04 -1.57
H -2.94 1.20 -1.72
H -3.71 1.16 -4.06
H -2.09 1.40 -5.91
H 0.31 1.73 -5.41
H 1.09 1.80 -3.07
N -3.19 -3.57 0.35
C -3.65 -2.27 0.34
N -4.92 -1.96 0.17
N -4.93 -0.61 0.20
N -3.76 -0.14 0.38
N -2.88 -1.19 0.48
C -1.86 -3.97 0.38
N -1.48 -5.20 0.14
N -0.13 -5.15 0.25
N 0.27 -3.97 0.52
N -0.84 -3.15 0.64
H -3.87 -4.29 0.15
N -0.30 -0.64 2.51
C -0.57 -0.71 3.62
C -0.96 -0.81 5.01
C -1.25 0.34 5.74
C -1.60 0.21 7.07
C -1.65 -1.05 7.66
C -1.36 -2.19 6.92
C -1.01 -2.08 5.59
H -1.22 1.31 5.26
H -1.84 1.09 7.65
H -1.92 -1.14 8.70
H -1.41 -3.17 7.39
H -0.79 -2.95 4.99
```

E_tot	-102017.17602	eV
orbital gap (spin up / spin down)	7.33 / 7.26	eV
spin multiplicity	6
relative energy (zero: lowest compared OMol25 entry of this formula, charge and spin)	29.7	kcal per mole
E_LUMO (spin up / spin down)	-0.2 / -0.3	eV
<S²>	8.755

Here are the Mulliken charges for atoms 1 to 2, given in e: number 1, Mn, carries 0.81; number 2, C, carries -1.15


DFT (wB97M-V/def2-TZVPD) results for a molecular structure, C7H17O4PS in a non-equilibrium geometry.

```
30
C7H17O4PS (wB97M-V/def2-TZVPD)
C -1.01 0.13 -1.77
C 0.95 -2.39 -0.47
C -3.34 -0.36 0.55
C 3.76 1.57 -0.08
C -0.47 -2.13 0.12
C -3.00 1.15 0.71
C 1.15 1.60 1.00
O 2.62 -0.53 1.13
O 1.90 0.24 -1.16
O -0.55 -0.82 0.69
O -1.61 1.42 0.60
P -0.58 0.50 -0.19
S 2.30 0.56 0.22
H -0.25 -0.38 -2.25
H -1.30 1.06 -2.18
H 1.37 -3.44 -0.15
H 0.86 -2.36 -1.58
H 1.71 -1.63 -0.33
H -2.65 -0.82 1.24
H -4.37 -0.44 0.81
H -3.07 -0.56 -0.41
H 3.45 2.47 -0.55
H 4.44 1.81 0.74
H 4.45 1.11 -0.82
H -0.95 -2.86 0.71
H -1.14 -2.05 -0.90
H -3.31 1.49 1.68
H -3.49 1.77 0.00
H 1.28 2.64 0.75
H 0.84 1.28 1.89
```

E_tot	-35844.32968	eV
orbital gap	8.52	eV
spin multiplicity	1
relative energy (zero: lowest compared OMol25 entry of this formula, charge and spin)	45.2	kcal per mole
E_LUMO	0.3	eV

Here are the natural (NBO) charges for atoms 1 to 2, given in e: number 1, C, carries -1.15; number 2, C, carries -0.66


DFT (wB97M-V/def2-TZVPD) results for a single C27H28N4O5 molecule in a non-equilibrium geometry.

```
64
C27H28N4O5 (wB97M-V/def2-TZVPD)
C -4.23 -3.61 -1.37
C -4.12 -3.23 0.08
O -4.98 -3.51 0.89
C -2.90 -2.48 0.49
C -1.78 -2.34 -0.33
C -0.69 -1.61 0.10
C -0.69 -1.02 1.36
N 0.40 -0.22 1.78
C 1.63 -0.68 2.12
O 2.49 0.05 2.58
C 1.95 -2.16 1.86
N 3.21 -2.24 1.16
C 3.32 -1.74 -0.09
O 2.35 -1.41 -0.76
C 4.69 -1.65 -0.60
C 5.15 -1.22 -1.82
C 6.55 -1.32 -1.77
C 6.85 -1.80 -0.53
O 5.74 -2.00 0.19
C 0.16 1.20 2.05
C -1.26 1.62 1.64
O -2.08 1.98 2.45
N -1.48 1.58 0.31
C -2.72 1.99 -0.31
C -3.32 0.85 -1.15
C -3.59 1.46 -2.53
C -2.51 2.52 -2.67
C -2.49 3.16 -1.28
C 1.13 2.08 1.32
C 1.42 3.35 1.82
C 2.27 4.17 1.09
N 2.82 3.82 -0.06
C 2.55 2.62 -0.53
C 1.71 1.72 0.10
C -1.79 -1.18 2.19
C -2.88 -1.90 1.76
H -5.21 -4.05 -1.55
H -4.09 -2.74 -2.00
H -3.47 -4.35 -1.62
H -1.75 -2.78 -1.31
H 0.18 -1.49 -0.54
H 1.18 -2.64 1.26
H 2.04 -2.67 2.82
H 4.05 -2.28 1.72
H 4.54 -0.88 -2.63
H 7.25 -1.06 -2.54
H 7.78 -2.02 -0.05
H 0.26 1.38 3.13
H -0.72 1.30 -0.30
H -3.37 2.28 0.52
H -4.22 0.44 -0.70
H -2.59 0.04 -1.24
H -3.56 0.71 -3.32
H -4.58 1.93 -2.55
H -2.73 3.24 -3.46
H -1.55 2.05 -2.89
H -3.30 3.88 -1.19
H -1.55 3.67 -1.07
H 1.00 3.68 2.75
H 2.51 5.16 1.45
H 3.03 2.36 -1.46
H 1.56 0.74 -0.33
H -1.79 -0.72 3.17
H -3.74 -2.03 2.39
```

E_tot	-44652.53138	eV
orbital gap	9.19	eV
spin multiplicity	1
relative energy (zero: lowest compared OMol25 entry of this formula, charge and spin)	48.9	kcal per mole
E_LUMO	0.0	eV

Here are the natural (NBO) charges for atoms 1 to 2, given in e: number 1, C, carries -0.72; number 2, C, carries 0.58